1.
ORCA calculation (the ωB97M-V functional and the def2-TZVPD basis) on C16H39AsCl4F6N3O5 as an isolated structure at a distorted geometry.

Each line ends with the Löwdin charge.
Cartesian coordinates (Å):
As (12.2966, 22.3973, -4.8715)  0.8895
F (12.6666, 22.2853, -3.1564)  -0.2755
F (10.6976, 21.7222, -4.5686)  -0.2654
F (12.1399, 22.4228, -6.6832)  -0.2933
F (13.9422, 23.0543, -5.0659)  -0.3146
F (13.0261, 20.7663, -5.0979)  -0.2921
F (11.5930, 24.0430, -4.7346)  -0.2741
Cl (16.0541, 24.0853, -6.7381)  0.6010
C (14.7162, 25.1664, -7.3421)  -0.6024
C (14.5202, 26.2499, -6.3176)  -0.6395
Cl (13.6595, 27.6744, -7.0835)  0.4936
H (13.7757, 24.6189, -7.4030)  0.0664
H (14.9956, 25.5835, -8.3096)  0.0660
H (15.5211, 26.5648, -6.0225)  0.0488
H (14.0505, 26.0179, -5.3618)  0.0685
Cl (17.1037, 20.4584, -3.3939)  0.4474
C (15.8126, 21.2222, -2.2626)  -0.5757
C (16.3923, 22.2500, -1.3094)  -0.5979
Cl (15.0982, 22.6120, -0.0678)  0.5280
H (15.5155, 20.2926, -1.7771)  0.0504
H (15.0939, 21.6066, -2.9863)  0.0370
H (16.7318, 23.2056, -1.7090)  0.0712
H (17.3064, 21.8787, -0.8462)  0.0626
C (11.7518, 19.5662, -0.5506)  -0.0549
C (11.9178, 19.2355, 0.8696)  -0.5222
C (13.3618, 18.9071, 1.3901)  -0.0416
O (11.5868, 20.3893, 1.5345)  -0.0644
H (12.4862, 20.2106, -1.0338)  0.0767
H (10.7748, 19.9595, -0.8316)  0.0875
H (11.7994, 18.6495, -1.1383)  0.0823
H (11.2185, 18.5272, 1.3139)  0.1329
H (13.7775, 18.1898, 0.6826)  0.0667
H (13.4598, 18.4080, 2.3541)  0.0695
H (14.0250, 19.7674, 1.2998)  0.0621
H (11.6411, 20.1380, 2.4594)  0.0874
C (15.4279, 20.9441, -7.7536)  -0.0923
C (15.8290, 20.5668, -9.1628)  -0.4787
C (14.8481, 20.3215, -10.2452)  -0.0496
O (16.5080, 21.7733, -9.5238)  -0.0953
H (14.6924, 21.7485, -7.7414)  0.0540
H (16.2111, 21.1422, -7.0219)  0.0696
H (14.8820, 20.1208, -7.2928)  0.0749
H (16.6273, 19.8255, -9.1268)  0.1336
H (15.2475, 20.5650, -11.2297)  0.0876
H (14.0448, 21.0442, -10.1022)  0.0726
H (14.4387, 19.3186, -10.1241)  0.0765
H (16.0910, 22.5304, -9.1058)  0.0359
O (12.2059, 27.1232, -0.8375)  -0.0172
C (11.8300, 26.2077, -1.5980)  -0.6042
N (12.3769, 25.0154, -1.5863)  0.1724
C (10.7149, 26.3989, -2.6125)  -0.0135
H (13.2295, 24.8229, -1.0802)  0.0859
H (11.9718, 24.1824, -1.9890)  0.0849
H (11.1185, 26.1860, -3.6024)  0.0612
H (10.3696, 27.4296, -2.6935)  0.0742
H (9.8659, 25.7984, -2.2856)  0.0827
O (11.2648, 21.4663, -10.5089)  -0.0043
C (11.2702, 20.4455, -9.7854)  -0.6438
N (11.2258, 20.5601, -8.4969)  0.1675
C (10.9980, 19.0515, -10.2840)  -0.0102
H (10.6793, 19.9848, -7.8720)  0.1190
H (11.2921, 21.5617, -8.3849)  0.0944
H (10.6898, 19.0685, -11.3294)  0.0812
H (10.1725, 18.6194, -9.7184)  0.0765
H (11.9244, 18.5186, -10.0694)  0.0746
O (10.2155, 16.7510, -4.4497)  0.0077
C (9.6163, 17.8139, -4.3474)  -0.6821
N (10.1747, 18.9187, -4.5726)  0.1914
C (8.1514, 17.8070, -3.9995)  -0.0113
H (9.6644, 19.7903, -4.5621)  0.0951
H (11.1711, 18.9823, -4.7252)  0.1164
H (8.0630, 17.5116, -2.9540)  0.0826
H (7.5945, 17.1283, -4.6454)  0.0803
H (7.6249, 18.7574, -4.0879)  0.0681

Atomic forces in eV per Å
As 1.65 0.01 -1.23
F -0.58 0.21 -0.37
F 0.78 0.28 -0.50
F -0.34 0.36 2.03
F -1.38 -0.10 0.13
F -1.05 1.00 0.40
F 0.76 -1.62 -0.10
Cl -0.45 0.60 -0.56
C -0.56 -0.43 0.61
C 1.04 1.14 0.27
Cl 0.30 -0.66 0.44
H 0.33 -0.49 -0.29
H 0.10 -0.14 0.21
H -0.08 0.58 -0.19
H -0.52 -0.45 -0.53
Cl -0.24 0.81 0.62
C 0.94 -0.69 -1.23
C 0.23 -0.06 0.19
Cl 0.70 -0.18 -0.45
H -0.50 0.62 0.29
H -0.18 -0.01 0.48
H -0.66 -0.10 -0.52
H -0.41 -0.37 0.50
C -0.11 -1.37 -2.47
C 1.54 -0.11 2.01
C -0.01 -1.07 -2.17
O -1.04 2.54 1.76
H 0.25 0.26 0.64
H -0.10 0.21 0.61
H 0.15 -0.28 -0.14
H -0.04 -1.04 -1.02
H 0.26 -0.32 -0.06
H -0.48 0.38 0.21
H -0.31 0.24 0.26
H -0.10 0.62 0.31
C -2.07 -2.11 0.85
C 2.11 2.25 1.03
C -1.39 -0.06 0.64
O 1.43 0.73 -1.45
H 0.13 0.23 -0.14
H 0.38 0.19 -0.68
H -0.28 -0.25 0.18
H -0.09 -0.32 -0.08
H 0.29 -0.56 0.13
H -0.35 -0.06 -0.05
H -0.15 -0.12 -0.54
H -0.09 -0.10 0.15
O -0.30 -1.07 -1.13
C -0.47 3.20 1.05
N 1.10 -2.48 0.07
C 0.22 0.51 0.11
H -0.24 0.37 0.28
H -0.06 0.38 -0.46
H -0.40 -0.69 0.03
H 0.22 0.05 0.59
H 0.00 -0.30 -0.57
O 1.03 -1.55 0.50
C -2.69 0.35 -3.79
N 0.55 1.45 2.30
C 0.35 0.25 -0.35
H 0.44 0.04 -0.15
H -0.16 0.06 1.56
H 0.49 -0.11 0.03
H 0.16 -0.09 0.18
H -0.20 -0.57 -0.42
O 0.15 -0.68 0.30
C -1.98 -4.58 0.13
N 1.89 5.34 -0.79
C -0.76 0.35 0.19
H 0.29 -0.09 0.14
H 0.00 -0.05 -0.07
H -0.08 -0.27 -0.08
H 0.31 -0.30 0.19
H 0.31 0.31 -0.02

Properties
largest force on an atom	0.1112	Eh/bohr
energy relative to the best compared isomer or geometry (same formula, charge and spin)	65.3	kcal/mol
charge	-1

***

2.
ORCA calculation (the ωB97M-V functional and the def2-TZVPD basis) on C16H39Cl2N2O13S5 as an isolated structure at a distorted geometry.

Each line ends with the Löwdin charge.
Cartesian coordinates (Å):
C (2.8129, 0.0375, 1.1899)  -0.0950
C (3.0899, 1.1546, 0.1856)  -0.2521
C (1.8712, 1.9231, -0.3055)  -0.2146
C (1.4334, 3.0399, 0.6224)  -0.2455
N (1.0438, 2.6010, 1.9743)  -0.1224
S (-0.4921, 1.9407, 2.0923)  0.4489
O (-0.5492, 0.7667, 1.2892)  -0.2994
O (-0.6264, 1.6785, 3.4952)  -0.3353
N (-1.5696, 3.0856, 1.7482)  -0.3213
S (-2.0839, 3.1981, 0.2352)  0.4122
O (-1.3407, 2.5055, -0.7700)  -0.3524
O (-2.2775, 4.5796, -0.0739)  -0.3426
C (-3.7961, 2.5657, 0.2849)  -0.7524
Cl (-4.5826, 3.2597, 1.7209)  0.6584
C (-4.0085, 1.0564, 0.3041)  -0.7805
C (-3.6427, 0.3387, 1.5999)  -0.1385
Cl (-3.2878, 0.2710, -1.1215)  0.6525
H (1.9401, 0.2035, 1.7915)  0.0417
H (3.6620, -0.0630, 1.8556)  0.0620
H (2.7194, -0.9181, 0.6950)  0.0641
H (3.8497, 1.8368, 0.5457)  0.0948
H (3.5225, 0.6822, -0.6902)  0.0922
H (1.0534, 1.2636, -0.5509)  0.0956
H (2.1670, 2.4411, -1.2135)  0.1081
H (2.3179, 3.6525, 0.7618)  0.1107
H (0.6968, 3.6810, 0.1530)  0.0915
H (1.0104, 3.3959, 2.6039)  0.0881
H (-4.3387, 2.9809, -0.5430)  0.0741
H (-5.0679, 0.9190, 0.1740)  0.0737
H (-2.9347, -0.4418, 1.3949)  0.0562
H (-3.2634, 1.0078, 2.3523)  0.0408
H (-4.5267, -0.1473, 1.9872)  0.0717
O (2.3975, 0.6044, 6.6172)  -0.2721
S (2.1071, 1.9796, 6.8806)  0.5842
O (3.1830, 2.9149, 7.0383)  -0.2916
O (1.1802, 2.0481, 8.1867)  -0.2661
C (1.6569, 1.3984, 9.3741)  -0.2659
C (2.7909, 2.1482, 10.0483)  -0.0808
C (0.9392, 2.6055, 5.7298)  -0.1255
H (1.9446, 0.3718, 9.1385)  0.1128
H (0.7975, 1.3510, 10.0405)  0.1172
H (3.6810, 2.1667, 9.4227)  0.0665
H (3.0486, 1.6669, 10.9930)  0.0758
H (2.5040, 3.1820, 10.2408)  0.0814
H (0.1120, 1.9140, 5.6376)  0.0602
H (1.4496, 2.6976, 4.7769)  0.0592
H (0.6065, 3.5793, 6.0809)  0.0817
O (-3.4555, -2.8407, -4.8973)  -0.2602
S (-2.7599, -2.3239, -6.0315)  0.5673
O (-1.3284, -2.3190, -6.0642)  -0.2853
O (-3.3015, -0.8741, -6.3627)  -0.2644
C (-3.2744, 0.1332, -5.3170)  -0.2353
C (-1.8752, 0.6421, -5.0340)  -0.0657
C (-3.3457, -3.1114, -7.4927)  -0.1234
H (-3.7475, -0.2549, -4.4142)  0.1040
H (-3.8948, 0.9476, -5.6835)  0.1204
H (-1.2446, -0.1407, -4.6161)  0.0700
H (-1.9075, 1.4615, -4.3163)  0.0862
H (-1.4022, 0.9888, -5.9536)  0.0830
H (-4.4314, -3.0961, -7.4902)  0.0729
H (-2.9774, -4.1344, -7.4690)  0.0748
H (-2.9455, -2.5878, -8.3563)  0.0728
O (2.1650, -4.2267, -1.7196)  -0.2643
S (2.3772, -5.0530, -2.8634)  0.5564
O (3.6578, -5.0939, -3.5005)  -0.2839
O (1.2594, -4.7447, -3.9444)  -0.2631
C (1.0940, -3.3719, -4.3860)  -0.2381
C (2.2218, -2.9119, -5.2884)  -0.0706
C (1.8765, -6.7021, -2.5020)  -0.1276
H (0.9858, -2.7151, -3.5215)  0.1237
H (0.1609, -3.3469, -4.9362)  0.0799
H (3.1712, -2.8714, -4.7564)  0.0679
H (2.0042, -1.9147, -5.6708)  0.0808
H (2.3455, -3.5981, -6.1270)  0.0826
H (0.8923, -6.6789, -2.0436)  0.0736
H (2.6104, -7.1104, -1.8111)  0.0730
H (1.8690, -7.2751, -3.4247)  0.0705

Atomic forces in eV per Å
C 0.55 0.09 0.07
C -0.40 -0.54 -0.33
C 0.24 0.33 0.15
C 0.53 -0.07 0.24
N -0.52 0.06 -0.47
S -0.48 -0.08 1.13
O 0.22 -0.40 -1.12
O -0.08 0.36 0.90
N 0.50 -0.71 -1.13
S 0.16 0.92 0.55
O 0.18 -0.96 -0.32
O -0.51 1.18 0.12
C 0.33 -0.50 0.36
Cl -0.33 0.09 0.07
C -0.21 0.01 0.60
C -0.09 -0.23 -0.29
Cl 0.00 -0.16 -0.38
H -0.38 0.12 0.20
H 0.20 -0.06 0.30
H -0.25 -0.28 -0.24
H 0.13 0.34 0.27
H 0.28 -0.07 -0.26
H -0.29 -0.22 -0.03
H -0.09 0.06 -0.39
H 0.22 0.29 0.20
H -0.40 0.03 -0.09
H 0.12 0.07 -0.02
H 0.18 0.29 -0.59
H -0.44 0.08 -0.26
H 0.55 -0.15 0.06
H 0.27 0.17 0.22
H -0.32 -0.06 0.21
O 0.22 -0.11 0.05
S -0.40 0.23 -0.04
O 0.14 -0.07 -0.03
O -0.07 0.15 -0.03
C 0.21 -0.22 0.35
C 0.11 0.08 -0.15
C 0.06 0.06 0.32
H 0.02 0.04 -0.12
H -0.13 0.06 -0.13
H 0.00 -0.02 -0.01
H -0.09 -0.02 0.02
H -0.03 -0.01 0.05
H -0.01 -0.06 -0.08
H 0.05 -0.13 -0.04
H 0.03 0.00 0.01
O 0.12 -0.09 0.23
S -0.32 0.30 -0.41
O 0.00 -0.05 0.04
O -0.01 -0.05 -0.11
C 0.19 0.45 0.56
C 0.13 -0.21 -0.08
C -0.03 -0.03 -0.06
H 0.02 -0.18 -0.07
H -0.10 -0.15 -0.23
H -0.02 0.00 0.06
H -0.10 0.00 0.01
H -0.03 0.06 0.00
H -0.01 0.02 0.01
H 0.01 0.00 0.04
H 0.02 0.01 0.01
O 0.18 0.17 0.12
S -0.42 -0.22 -0.28
O 0.19 0.05 0.08
O 0.05 -0.10 0.01
C 0.07 0.56 -0.21
C 0.24 -0.15 0.13
C -0.03 -0.06 0.02
H 0.06 -0.16 0.12
H -0.03 -0.28 0.16
H 0.00 0.03 0.01
H -0.12 -0.02 -0.01
H -0.06 0.04 -0.04
H -0.01 0.02 0.00
H 0.02 0.04 0.02
H 0.01 0.01 -0.02

Properties
largest force on an atom	0.0277	Eh/bohr
energy relative to the best compared isomer or geometry (same formula, charge and spin)	7.5	kcal/mol
charge	-1

***

3.
ORCA calculation (the ωB97M-V functional and the def2-TZVPD basis) on a 11-piece molecular cluster, C16H39Cl6N7O17 overall at a distorted geometry.

Each line ends with the Löwdin charge.
Cartesian coordinates (Å):
Cl (0.7616, 2.6842, -5.0595)  0.5502
C (2.3094, 2.6569, -4.1934)  -0.6560
C (3.0821, 3.8067, -4.8570)  -0.7292
Cl (4.6273, 3.9884, -4.0818)  0.5742
H (2.6896, 1.6388, -4.2775)  0.0625
H (2.1163, 2.8303, -3.1348)  0.0704
H (2.4743, 4.6874, -4.6493)  0.0644
H (3.2611, 3.6428, -5.9197)  0.0654
Cl (4.1449, 2.8939, 4.9367)  0.4582
C (2.5852, 2.3192, 4.1650)  -0.5741
C (1.3106, 2.7012, 5.1003)  -0.6388
Cl (1.1892, 4.4531, 5.3781)  0.5197
H (2.7114, 1.2453, 4.0278)  0.0562
H (2.5146, 2.8114, 3.1950)  0.0558
H (1.2877, 2.0852, 5.9993)  0.0673
H (0.4454, 2.3750, 4.5231)  0.0559
Cl (-4.2782, 0.3928, -3.8866)  0.4713
C (-5.3643, 1.4197, -2.8376)  -0.5993
C (-5.1838, 2.9446, -3.0929)  -0.6389
Cl (-5.4264, 3.4349, -4.7974)  0.5248
H (-5.2727, 1.0387, -1.8204)  0.0664
H (-6.3751, 1.1432, -3.1377)  0.0563
H (-4.2030, 3.2998, -2.7769)  0.0617
H (-5.9537, 3.5246, -2.5841)  0.0598
C (-1.4845, -2.4692, -7.5698)  0.0361
N (-0.6926, -2.9074, -6.3908)  -0.4290
O (-1.1111, -3.8721, -5.7224)  0.0406
O (0.3462, -2.3269, -6.1297)  0.0553
H (-1.6588, -1.4054, -7.4082)  0.0986
H (-2.4653, -2.9361, -7.6599)  0.0969
H (-0.9205, -2.5851, -8.4953)  0.1014
C (5.4051, -1.0629, -6.0088)  0.0594
N (5.4471, -1.7255, -4.6196)  -0.4377
O (6.1418, -2.7119, -4.4464)  0.0645
O (4.7775, -1.1563, -3.7755)  0.0400
H (5.6831, -0.0228, -5.8387)  0.0887
H (4.3753, -1.1620, -6.3520)  0.0960
H (6.2138, -1.4927, -6.5999)  0.0901
C (6.3476, 1.2409, -0.2825)  0.0617
N (4.9332, 1.8308, -0.1760)  -0.4067
O (3.9801, 1.0919, -0.2860)  0.0566
O (4.8412, 3.0687, 0.1118)  0.0044
H (6.4971, 0.4125, -0.9750)  0.0944
H (6.5177, 0.8363, 0.7152)  0.0949
H (6.9046, 2.1756, -0.3466)  0.0908
C (-2.3413, 5.1844, 0.7542)  0.0470
N (-1.4708, 5.2837, -0.4387)  -0.4448
O (-0.8679, 4.2635, -0.7931)  0.0359
O (-1.6093, 6.2489, -1.1710)  0.0584
H (-3.2446, 4.7503, 0.3256)  0.1005
H (-2.4483, 6.2180, 1.0831)  0.1026
H (-1.9214, 4.4602, 1.4523)  0.1002
C (-2.9807, -5.5347, -0.4324)  0.0439
N (-1.8349, -5.7500, 0.5331)  -0.4112
O (-1.0156, -4.8578, 0.5844)  0.0563
O (-1.7997, -6.7869, 1.2653)  0.0304
H (-2.5781, -4.9246, -1.2409)  0.0933
H (-3.7470, -4.9574, 0.0850)  0.0950
H (-3.4760, -6.4635, -0.7154)  0.0941
C (-0.1631, -0.6301, -1.4524)  0.0334
N (-0.2725, -0.6332, -0.0076)  -0.4603
O (0.6971, -0.9444, 0.6811)  0.0550
O (-1.2672, -0.1660, 0.4594)  0.0635
H (0.0449, 0.3801, -1.8050)  0.1057
H (-1.1235, -0.9299, -1.8716)  0.0969
H (0.6205, -1.2752, -1.8499)  0.1044
C (1.1016, -3.2385, 4.3622)  0.0528
N (1.1143, -4.7001, 4.7228)  -0.4379
O (0.2019, -5.1082, 5.4409)  0.0371
O (2.0786, -5.3695, 4.4107)  0.0604
H (1.9351, -3.1398, 3.6668)  0.0937
H (1.1016, -2.6031, 5.2479)  0.0999
H (0.1646, -3.0848, 3.8269)  0.0939
C (-4.0002, -0.9858, 5.0696)  -0.0228
O (-2.6812, -0.7471, 5.6398)  -0.0364
C (-2.3774, -0.7623, 6.9782)  -0.4930
O (-1.2171, -0.5402, 7.3988)  0.0766
O (-3.4876, -1.1353, 7.6812)  -0.0536
C (-3.4412, -1.3068, 9.0879)  -0.0336
H (-4.2927, -2.0268, 4.9327)  0.0917
H (-3.9470, -0.5042, 4.0932)  0.0921
H (-4.6840, -0.5138, 5.7751)  0.0878
H (-3.2548, -2.3594, 9.3009)  0.1005
H (-4.4042, -0.9688, 9.4708)  0.0953
H (-2.6433, -0.6796, 9.4854)  0.0943

Atomic forces in eV per Å
Cl -0.81 -0.32 -0.07
C -0.05 0.09 -0.31
C -0.75 -0.81 0.60
Cl 1.15 0.21 0.50
H 0.43 0.29 -0.28
H 0.07 0.29 -0.13
H 0.29 0.13 -0.41
H -0.31 0.05 0.15
Cl -0.73 -0.29 -0.36
C -0.65 1.03 1.57
C 1.44 -1.28 -1.92
Cl 0.03 -0.48 0.11
H -0.33 0.11 0.17
H -0.02 0.01 0.19
H 0.33 0.59 0.25
H -0.10 0.27 -0.05
Cl -0.28 0.54 0.56
C -0.49 0.16 -1.19
C 0.09 -0.58 0.43
Cl 0.15 -0.37 0.09
H 0.49 0.64 0.05
H 0.05 0.05 -0.17
H -0.04 -0.10 -0.14
H 0.09 -0.35 0.37
C -0.47 0.96 -0.24
N 0.08 -2.00 1.37
O 0.28 1.56 -1.24
O -0.70 0.06 -0.55
H 0.16 0.02 -0.09
H 0.43 -0.42 0.43
H 0.22 -0.15 0.34
C 0.76 -0.22 1.02
N 0.15 0.51 -0.47
O -0.53 0.66 -0.18
O 0.24 -0.46 -0.10
H -0.39 -0.01 0.12
H 0.35 -0.06 -0.22
H -0.59 -0.36 -0.15
C -0.69 1.22 1.31
N -0.50 1.80 0.53
O 0.47 0.26 -0.11
O 0.58 -3.32 -0.87
H -0.48 0.62 -0.39
H -0.03 0.02 0.07
H 0.56 -0.60 -0.56
C 0.34 0.13 -0.18
N 0.04 -1.63 -2.38
O -0.21 1.06 0.96
O 0.27 0.09 0.93
H -0.20 0.32 0.27
H -0.31 -0.41 0.38
H 0.10 0.42 0.01
C -0.09 0.03 0.39
N 0.05 -2.01 1.75
O -0.29 -0.31 -0.09
O -0.46 2.62 -2.22
H -0.11 -0.38 -0.01
H 0.28 0.14 0.24
H 0.63 -0.06 -0.07
C -0.03 -0.44 -1.94
N 2.27 0.37 1.37
O -0.43 -0.33 -0.91
O -1.80 0.33 0.36
H -0.06 0.10 0.40
H 0.04 0.05 0.17
H 0.00 -0.06 0.58
C -0.30 -0.68 -1.05
N -0.16 -0.20 1.88
O 0.47 0.44 -0.88
O -0.32 0.33 -0.36
H -0.05 0.44 0.36
H 0.27 -0.37 -0.01
H 0.05 0.07 0.05
C 0.32 0.74 1.07
O 1.00 -0.23 0.84
C 1.70 -0.51 0.06
O -4.33 -0.61 -1.23
O 0.82 0.53 -1.28
C 0.58 0.38 0.18
H 0.55 -0.15 0.30
H -0.18 0.08 0.23
H -0.42 0.02 -0.57
H -0.06 0.11 0.15
H 0.09 -0.20 0.00
H -0.01 -0.17 0.20

Properties
largest force on an atom	0.0883	Eh/bohr
SMILES	C[N+](=O)[O-].C[N+](=O)[O-].C[N+](=O)[O-].C[N+](=O)[O-].C[N+](=O)[O-].C[N+](=O)[O-].C[N+](=O)[O-].COC(=O)OC.ClCCCl.ClCCCl.ClCCCl
energy	-137575.731	eV

***

- Look up the largest force on an atom of the third one.
  0.0883 Eh/bohr